(1)
{"formula": "C17H40NP3SeTi", "method": "wB97M-V/def2-TZVPD", "spin_multiplicity": 1, "charge": 4, "e_homo_ev": [-19.56, -19.56], "species": ["Ti", "P", "P", "P", "H", "C", "C", "H", "C", "C", "C", "C", "C", "C", "C", "C", "C", "H", "H", "H", "H", "H", "H", "H", "H", "H", "H", "H", "H", "H", "H", "H", "H", "H", "H", "H", "H", "H", "H", "H", "H", "H", "H", "H", "H", "H", "C", "C", "C", "C", "C", "C", "Se", "H", "H", "H", "H", "H", "H", "N", "H", "H", "H"], "positions_angstrom": [[-0.617, -0.659, 0.294], [0.734, -2.689, -0.203], [0.627, -0.649, 2.496], [-1.094, -0.525, -2.087], [-2.160, 2.796, 2.425], [-2.463, 2.389, 1.518], [-2.217, 1.159, 1.007], [-1.733, 0.250, 1.520], [2.385, -2.125, -0.869], [1.092, -3.874, 1.162], [0.165, -3.906, -1.476], [0.314, 0.839, 3.546], [0.271, -1.923, 3.820], [2.470, -0.714, 2.511], [-2.109, 0.970, -2.498], [-2.206, -1.891, -2.707], [0.061, -0.493, -3.499], [-3.047, 3.089, 0.890], [-2.845, 0.881, 0.158], [2.941, -3.066, -1.071], [2.966, -1.501, -0.178], [2.307, -1.550, -1.805], [1.572, -4.741, 0.753], [0.223, -4.211, 1.706], [1.755, -3.470, 1.923], [0.951, -4.688, -1.554], [-0.031, -3.525, -2.485], [-0.756, -4.410, -1.148], [0.906, 0.782, 4.465], [-0.742, 0.840, 3.845], [0.530, 1.794, 3.071], [0.914, -1.794, 4.692], [0.394, -2.942, 3.467], [-0.758, -1.757, 4.134], [2.645, -0.479, 3.563], [2.941, 0.055, 1.878], [2.952, -1.678, 2.286], [-2.223, 1.077, -3.582], [-1.673, 1.898, -2.120], [-3.113, 0.882, -2.067], [-2.269, -1.693, -3.788], [-3.182, -1.717, -2.238], [-1.939, -2.951, -2.560], [-0.574, -0.230, -4.349], [0.566, -1.451, -3.709], [0.827, 0.280, -3.363], [1.261, 3.255, -0.790], [0.257, 3.993, -0.157], [0.134, 5.346, -0.519], [1.103, 5.974, -1.298], [2.131, 5.191, -1.966], [2.201, 3.775, -1.724], [1.617, 1.480, -0.059], [0.196, 1.466, 0.179], [-0.308, 3.464, 0.626], [-0.768, 5.848, -0.177], [1.099, 7.057, -1.414], [2.870, 5.664, -2.634], [2.967, 3.067, -2.134], [-2.403, -1.905, 0.955], [-2.188, -2.272, 1.894], [-2.650, -2.743, 0.396], [-3.277, -1.337, 1.048]], "forces_ev_per_angstrom": [[-0.9, 0.7, 0.2], [1.5, -1.6, -0.8], [2.2, -0.3, 2.5], [-0.4, -0.6, -3.3], [0.8, 0.4, 1.6], [-0.3, -1.2, -2.1], [-0.3, 0.0, 0.2], [-0.9, 1.7, 1.0], [0.0, -0.1, 0.1], [0.0, 1.0, 0.4], [-0.3, -0.2, -0.1], [-0.7, 0.3, -0.5], [-0.7, -0.1, -0.9], [0.2, 0.2, -0.5], [-0.3, 0.2, 0.8], [-0.5, 0.2, 0.6], [1.0, 0.1, 0.3], [0.2, -0.6, 0.3], [0.3, -0.2, -0.2], [-0.3, 0.5, 0.1], [-0.3, -0.3, 0.0], [-0.3, -0.3, 0.2], [0.3, -0.5, -0.5], [-0.6, -0.1, -0.2], [0.2, 0.2, -0.2], [-0.3, 0.5, 0.2], [0.4, 0.1, 0.4], [0.2, 0.1, 0.1], [0.1, -0.3, -0.2], [0.1, 0.0, 0.0], [0.1, 0.0, -0.2], [0.2, 0.4, -0.2], [-0.1, 0.0, 0.1], [-0.1, -0.2, 0.2], [0.4, 0.0, -0.1], [-0.2, -0.2, 0.4], [-0.5, 0.2, 0.1], [0.2, -0.3, 0.1], [0.2, -0.1, 0.0], [0.1, -0.1, -0.1], [-0.2, -0.1, 0.3], [0.0, -0.2, -0.3], [0.1, 0.7, 0.0], [0.2, -0.1, 0.0], [-0.3, 0.3, 0.2], [-0.2, -0.1, -0.1], [1.0, 0.6, -0.6], [0.6, -0.3, -0.5], [-0.3, -0.7, 0.4], [1.3, -1.3, -1.1], [-0.8, -0.8, 1.1], [-0.5, 0.6, 0.4], [0.3, 0.0, -0.5], [-1.4, -0.2, 0.7], [-0.1, 0.8, -0.5], [0.5, 0.4, 0.2], [-0.1, -0.3, -0.2], [-0.5, -0.2, 0.5], [-0.7, 1.2, 0.1], [0.0, 0.2, -0.3], [-0.3, 0.1, -0.2], [0.1, 0.5, 0.2], [0.7, -0.7, 0.0]]}



(2)
{"formula": "C17H41BClO10P2", "method": "wB97M-V/def2-TZVPD", "spin_multiplicity": 1, "charge": -1, "e_homo_ev": -4.41, "species": ["Cl", "C", "C", "C", "C", "C", "O", "B", "O", "H", "H", "H", "H", "H", "H", "H", "H", "H", "H", "H", "O", "P", "O", "C", "C", "O", "C", "C", "O", "C", "C", "H", "H", "H", "H", "H", "H", "H", "H", "H", "H", "H", "H", "H", "H", "H", "O", "P", "O", "C", "C", "O", "C", "C", "O", "C", "C", "H", "H", "H", "H", "H", "H", "H", "H", "H", "H", "H", "H", "H", "H", "H"], "positions_angstrom": [[8.322, -1.004, 2.153], [7.153, -1.149, 0.790], [6.806, -2.601, 0.485], [5.418, -2.749, -0.146], [4.242, -2.541, 0.816], [2.904, -2.543, 0.005], [2.269, -1.328, 0.246], [3.352, -0.388, 0.700], [4.238, -1.306, 1.476], [6.268, -0.583, 1.063], [7.606, -0.673, -0.079], [6.913, -3.227, 1.374], [7.550, -2.977, -0.227], [5.334, -2.068, -0.998], [5.342, -3.773, -0.531], [4.304, -3.326, 1.584], [2.299, -3.412, 0.305], [3.101, -2.643, -1.077], [2.928, 0.512, 1.412], [3.961, 0.079, -0.292], [-2.592, -1.139, 2.188], [-2.360, -0.636, 3.545], [-1.109, -1.266, 4.274], [0.027, -1.760, 3.515], [1.103, -0.720, 3.341], [-3.548, -1.123, 4.513], [-4.602, -1.938, 4.013], [-4.289, -3.412, 4.184], [-2.412, 0.873, 4.010], [-1.377, 1.813, 3.655], [-1.199, 1.954, 2.159], [-0.305, -2.135, 2.546], [0.411, -2.609, 4.080], [0.747, 0.127, 2.757], [1.951, -1.143, 2.803], [1.450, -0.354, 4.311], [-4.804, -1.705, 2.968], [-5.492, -1.671, 4.587], [-3.289, -3.636, 3.813], [-5.011, -4.025, 3.641], [-4.321, -3.693, 5.238], [-0.442, 1.532, 4.142], [-1.688, 2.759, 4.096], [-1.027, 0.985, 1.690], [-0.352, 2.601, 1.933], [-2.095, 2.384, 1.708], [-3.361, 1.425, -3.348], [-2.032, 2.036, -3.237], [-1.150, 1.833, -4.555], [-1.746, 1.609, -5.834], [-1.950, 2.891, -6.616], [-1.133, 1.308, -2.162], [-1.610, 0.184, -1.404], [-1.263, -1.126, -2.076], [-1.691, 3.506, -2.761], [-2.063, 4.668, -3.510], [-3.562, 4.800, -3.693], [-2.689, 1.072, -5.724], [-1.058, 0.957, -6.373], [-2.654, 3.554, -6.111], [-2.355, 2.662, -7.603], [-1.006, 3.422, -6.744], [-2.683, 0.270, -1.236], [-1.124, 0.238, -0.433], [-1.542, -1.106, -3.132], [-1.781, -1.950, -1.586], [-0.189, -1.309, -2.019], [-1.533, 4.671, -4.465], [-1.682, 5.514, -2.939], [-3.993, 3.900, -4.134], [-3.787, 5.648, -4.342], [-4.052, 4.961, -2.732]], "forces_ev_per_angstrom": [[0.1, 0.0, -0.1], [-0.3, 0.1, -0.2], [0.2, -0.1, -0.3], [0.3, 0.0, 0.3], [-0.1, 0.4, -0.4], [0.0, -0.3, 0.0], [-0.1, 0.0, 0.3], [0.0, 0.0, -0.3], [0.3, 0.0, 0.2], [0.0, -0.1, 0.2], [0.1, 0.0, 0.1], [-0.2, 0.1, 0.1], [0.0, -0.1, 0.1], [-0.1, 0.0, 0.0], [-0.1, 0.1, -0.1], [-0.2, -0.1, -0.1], [-0.2, 0.2, 0.0], [0.2, -0.1, 0.1], [0.0, 0.0, 0.0], [0.0, 0.0, 0.0], [0.4, 0.9, -0.5], [-1.3, -1.7, 1.6], [0.4, 0.4, -0.3], [0.4, -0.3, -0.2], [-0.1, 0.0, 0.2], [0.1, 0.3, 0.0], [-0.2, -0.2, -0.1], [0.1, 0.0, 0.2], [0.3, 0.3, -0.8], [0.2, 0.3, 0.0], [-0.2, 0.0, -0.1], [-0.2, 0.1, 0.0], [-0.1, 0.0, 0.1], [0.1, 0.0, -0.1], [0.0, 0.0, -0.1], [0.0, 0.0, 0.0], [0.1, 0.0, 0.0], [0.0, 0.0, 0.0], [0.0, 0.0, -0.1], [0.0, 0.0, 0.0], [0.0, 0.0, 0.0], [0.0, -0.2, 0.0], [-0.1, 0.0, 0.0], [0.1, 0.0, 0.0], [0.0, 0.0, 0.0], [0.0, 0.0, 0.0], [-0.6, 1.1, -0.3], [1.8, -2.1, 0.8], [-0.3, 0.6, -0.3], [0.0, -0.2, -0.3], [0.0, 0.1, 0.1], [-0.1, 0.3, 0.0], [-0.1, -0.4, 0.3], [0.2, 0.1, -0.2], [-0.9, 0.4, -0.3], [0.0, 0.2, -0.1], [-0.1, -0.1, 0.0], [0.0, 0.0, 0.1], [0.0, 0.0, 0.1], [0.0, 0.0, 0.0], [0.0, 0.0, 0.0], [0.0, 0.0, 0.0], [0.0, 0.1, -0.2], [0.1, 0.1, -0.1], [-0.2, 0.0, 0.0], [0.0, 0.0, 0.0], [0.0, 0.0, 0.0], [0.0, -0.1, 0.0], [0.0, -0.1, 0.1], [0.0, 0.0, 0.0], [0.0, 0.0, 0.0], [0.0, 0.0, 0.0]]}



(3)
{"formula": "C17H41FN2OReSSi", "method": "wB97M-V/def2-TZVPD", "spin_multiplicity": 2, "relative_energy_kcal_mol": 0.0, "charge": 2, "s2": 0.773, "e_homo_ev": [-15.09, -15.01], "species": ["Re", "F", "C", "C", "C", "C", "Si", "C", "C", "C", "C", "C", "C", "C", "C", "H", "H", "H", "H", "H", "H", "H", "H", "H", "H", "H", "H", "H", "H", "H", "H", "H", "H", "H", "H", "H", "H", "H", "H", "H", "H", "H", "C", "C", "N", "C", "S", "N", "C", "C", "H", "H", "H", "H", "H", "H", "H", "H", "H", "H", "H", "H", "O", "H", "H"], "positions_angstrom": [[0.574, -0.130, -0.735], [2.218, -0.827, -0.034], [-2.733, 3.016, 0.396], [-2.038, 1.655, 0.250], [-1.917, 1.303, -1.247], [-2.926, 0.606, 0.931], [-0.245, 1.637, 0.877], [0.877, 3.015, 0.139], [1.021, 4.226, 1.072], [0.433, 3.547, -1.231], [2.245, 2.352, -0.088], [0.088, 1.176, 2.693], [1.574, 1.264, 3.064], [-0.375, -0.243, 3.050], [-0.716, 2.198, 3.523], [-3.694, 3.002, -0.127], [-2.151, 3.845, -0.005], [-2.939, 3.229, 1.446], [-2.821, 0.820, -1.629], [-1.135, 0.529, -1.551], [-1.688, 2.163, -1.871], [-3.915, 0.620, 0.463], [-3.067, 0.825, 1.988], [-2.542, -0.411, 0.849], [0.058, 4.711, 1.242], [1.680, 4.967, 0.607], [1.446, 3.975, 2.041], [-0.525, 4.062, -1.208], [0.376, 2.761, -1.993], [1.177, 4.267, -1.581], [2.714, 1.942, 0.802], [2.941, 3.056, -0.556], [2.195, 1.531, -0.839], [2.180, 0.558, 2.490], [1.681, 0.996, 4.118], [1.994, 2.261, 2.946], [0.221, -1.001, 2.538], [-1.427, -0.424, 2.838], [-0.230, -0.393, 4.123], [-0.448, 3.232, 3.294], [-0.502, 2.036, 4.583], [-1.793, 2.085, 3.387], [-1.818, -3.366, -3.301], [-1.804, -4.130, -1.988], [-0.442, -4.252, -1.426], [0.200, -3.357, -0.708], [-0.694, -1.857, -0.249], [1.421, -3.543, -0.264], [2.211, -4.771, -0.457], [2.922, -4.804, -1.802], [-2.842, -3.273, -3.659], [-1.240, -3.884, -4.066], [-1.409, -2.361, -3.175], [-2.159, -5.149, -2.127], [-2.447, -3.671, -1.241], [0.063, -5.094, -1.668], [1.835, -2.785, 0.263], [1.551, -5.629, -0.318], [2.924, -4.803, 0.364], [2.231, -4.656, -2.633], [3.406, -5.770, -1.939], [3.691, -4.034, -1.851], [1.249, 0.173, -2.739], [2.208, 0.019, -2.788], [1.077, 0.958, -3.285]], "forces_ev_per_angstrom": [[0.4, -0.4, 0.0], [-0.2, 0.2, -0.1], [0.0, 0.0, 0.0], [0.0, -0.1, 0.0], [0.0, 0.1, -0.1], [0.0, 0.0, 0.0], [0.1, 0.1, 0.1], [0.0, 0.0, 0.0], [0.0, 0.0, 0.0], [0.0, 0.0, 0.0], [0.1, 0.0, -0.1], [0.0, 0.0, -0.1], [0.0, 0.0, 0.0], [0.0, 0.0, 0.0], [0.0, 0.0, 0.0], [0.0, 0.0, 0.0], [0.0, 0.0, 0.0], [0.0, 0.0, 0.0], [0.0, 0.0, 0.0], [0.0, -0.1, 0.1], [0.0, 0.0, 0.0], [0.0, 0.0, 0.0], [0.0, 0.0, 0.0], [0.0, 0.0, 0.0], [0.0, 0.0, 0.0], [0.0, 0.0, 0.0], [0.0, 0.0, 0.0], [0.0, 0.0, 0.0], [0.0, 0.0, 0.0], [0.0, 0.0, 0.0], [0.0, 0.0, 0.0], [0.0, 0.0, 0.1], [0.0, 0.0, 0.0], [0.0, 0.0, 0.0], [0.0, 0.0, 0.0], [0.0, 0.0, 0.0], [0.0, 0.0, 0.0], [0.0, 0.0, 0.0], [0.0, 0.0, 0.0], [0.0, 0.0, 0.0], [0.0, 0.0, 0.0], [0.0, 0.0, 0.0], [0.0, 0.0, 0.0], [0.0, 0.0, 0.0], [0.0, 0.0, 0.0], [0.1, 0.0, 0.2], [-0.4, -0.1, -0.2], [0.0, -0.1, 0.1], [0.0, 0.0, 0.0], [0.0, 0.0, 0.0], [0.0, 0.0, 0.0], [0.0, 0.0, 0.0], [0.0, 0.0, 0.0], [0.0, 0.0, 0.0], [0.0, 0.0, 0.0], [0.0, 0.0, 0.0], [0.0, 0.0, -0.1], [0.0, 0.0, 0.0], [0.0, 0.0, 0.0], [0.0, 0.0, 0.0], [0.0, 0.0, 0.0], [0.0, 0.0, 0.0], [0.3, 0.4, 0.0], [0.0, -0.1, -0.1], [-0.2, 0.0, 0.0]]}